Entry 1:
The following is a quantum chemistry calculation of a molecular structure, C9H18BrMnN2O3S4Sb, from OMol25.

The frontier orbital gap (alpha / beta) comes out at 7.0 / 7.0 eV. The calculation puts the total energy at -6246.44324 Ha. The value obtained for the HOMO energy (alpha / beta) is -14.70 / -14.68 eV.

Structure (ORCA input):
```
! RIJCOSX wB97M-V def2-TZVPD def2/J DEFGRID3
* xyz 2 2
Mn 0.26823 -0.36474 -0.09619
C -2.34587 0.65561 1.24119
O -1.44176 0.74782 0.12224
C -1.20822 2.08528 -0.36716
C 0.04654 2.61112 0.26183
O 1.04594 1.56223 0.19289
C 1.89963 1.52894 1.36261
C 1.17832 0.82701 2.47255
O 0.65994 -0.40064 1.92389
C 0.62006 -1.54488 2.80350
H -3.32901 0.99883 0.93596
H -2.39689 -0.38847 1.53135
H -1.98433 1.25068 2.07829
H -1.10999 2.01260 -1.44323
H -2.05716 2.72385 -0.13360
H 0.41080 3.48525 -0.27272
H -0.11178 2.87913 1.30561
H 2.79384 0.98434 1.07620
H 2.18535 2.53835 1.65418
H 1.88162 0.61060 3.27424
H 0.35748 1.41265 2.88306
H 1.34218 -1.41512 3.60446
H -0.37975 -1.65352 3.22315
H 0.87576 -2.41760 2.21466
S 0.08877 -3.45772 -1.69876
Sb -1.62951 -4.79525 0.85373
S -1.03789 -2.48328 -0.25435
S 1.83820 -3.71125 -0.78910
S 0.14485 -5.38178 1.94708
Br 2.41883 -1.54908 -0.47311
N 0.45780 0.34833 -4.20493
C -0.85298 -0.07351 -4.14984
C -1.09681 -0.33037 -2.84272
N 0.05379 -0.06854 -2.10543
C 0.96765 0.33740 -2.96405
H 0.95731 0.62110 -5.03699
H -1.48035 -0.14921 -5.02462
H -2.00892 -0.66924 -2.37826
H 1.97834 0.63308 -2.72759
*
```

---

Entry 2:
The following is a quantum chemistry calculation of a molecular structure, C9H18ClIInN2OP in a non-equilibrium geometry, from OMol25.

The frontier orbital gap (alpha / beta) comes out at 4.9 / 4.6 eV. The calculation puts the total energy at -1827.23842 Ha. The value obtained for the HOMO energy (alpha / beta) is -15.61 / -15.61 eV. The value obtained for the energy above the lowest of the compared OMol25 structures with the same formula, charge and spin is 0.0 kJ/mol.

Structure (ORCA input):
```
! RIJCOSX wB97M-V def2-TZVPD def2/J DEFGRID3
* xyz 2 1
C -1.65351 -0.17110 0.35662
I 1.70256 -0.17046 -1.53827
H -2.38144 0.30131 1.04245
H -1.57217 -1.24304 0.58284
H -1.99223 -0.04002 -0.68001
In 0.40415 0.55676 0.92303
P -0.51863 2.08561 -1.35670
C -0.85091 1.46773 -3.05894
C -2.02364 3.08398 -1.07483
H 1.07920 3.73949 -0.69680
H 0.26545 4.20030 -2.21987
H 1.58463 2.99423 -2.22286
C 0.72305 3.37335 -1.66549
H -2.00734 3.48239 -0.06114
H -2.02566 3.89679 -1.80056
H -1.07238 2.31783 -3.70383
H -1.70820 0.79702 -3.06541
H -2.90597 2.45919 -1.21632
H 0.00076 0.91842 -3.45998
C -0.97629 -2.01167 -1.99634
O -0.55182 -2.66497 -2.82703
Cl 0.89828 2.38012 2.26280
C 1.98827 -3.11146 0.58639
C 1.42833 -2.53844 1.82257
N 0.92778 -1.32699 2.10282
C 0.49374 -1.36022 3.43033
C 0.75742 -2.58717 3.94355
N 1.35330 -3.31305 2.92523
H 3.01076 -3.46030 0.81309
H 1.34912 -3.94706 0.27390
H 2.01642 -2.35091 -0.20905
H 0.03782 -0.51618 3.91553
H 0.57364 -2.96014 4.92129
H 1.64551 -4.28134 2.95099
*
```

---

Entry 3:
The following is a quantum chemistry calculation of a molecular structure, C9H18EuN3O5 in a non-equilibrium geometry, from OMol25.

The frontier orbital gap (alpha / beta) comes out at 2.2 / 3.4 eV. The calculation puts the total energy at -1603.94611 Ha. The value obtained for the HOMO energy (alpha / beta) is -8.96 / -9.94 eV.

Structure (ORCA input):
```
! RIJCOSX wB97M-V def2-TZVPD def2/J DEFGRID3
* xyz 1 8
C 4.38322 -0.68783 0.66714
C 3.10842 -0.41566 0.93331
N 2.14812 -0.22039 -0.10655
C 1.57429 -1.51002 -0.45762
N 1.61716 -1.76321 -1.89791
C 1.16674 0.78282 0.26464
N 0.47256 0.49186 1.49305
C 0.26333 1.14311 -0.92299
O -1.13167 0.87132 -0.66624
C -1.59844 -0.21174 -1.22218
O -3.02859 -0.22483 -1.34036
C -3.68314 0.52855 -0.28724
C -3.45546 0.04684 1.15381
O -3.40940 1.17711 1.94707
C 1.92596 2.06669 0.52830
O 1.64428 2.85173 1.52093
O 2.80752 2.32483 -0.27925
H 4.93655 -0.21071 -0.10779
H 4.88893 -1.37629 1.30297
H 2.76896 -0.34345 1.94589
H 0.57939 -1.66032 -0.01679
H 2.20224 -2.25319 -0.02374
H 0.82350 -1.34854 -2.36420
H 1.47181 -2.75345 -2.03417
H -0.10052 -0.34124 1.43031
H -0.11607 1.25526 1.78207
H 0.61714 0.67220 -1.81965
H 0.32254 2.19139 -1.10535
H -1.17301 -0.42265 -2.20212
H -1.29293 -1.08275 -0.53663
H -4.72966 0.42515 -0.47740
H -3.47765 1.56906 -0.37725
H -2.56910 -0.58431 1.28536
H -4.29269 -0.52910 1.49478
H -2.89565 1.86525 1.52583
Eu -2.76869 -2.32349 -1.03007
*
```

---

Entry 4:
The following is a quantum chemistry calculation of a molecular structure, C9H18F3N2O7RbS in a non-equilibrium geometry, from OMol25.

The frontier orbital gap comes out at 2.0 eV. The calculation puts the total energy at -1711.68344 Ha. The value obtained for the HOMO energy is 1.31 eV.

Structure (ORCA input):
```
! RIJCOSX wB97M-V def2-TZVPD def2/J DEFGRID3
* xyz -2 1
Rb -0.01286 -0.18506 0.27858
O 0.27754 5.52011 1.21609
C 1.32210 4.63946 1.41859
C 1.03164 3.11867 1.16315
O 0.14573 2.71711 0.12864
H 1.62919 4.71889 2.46142
H 2.11365 4.93974 0.73203
H 0.62844 2.71076 2.09004
H 2.02285 2.66565 1.14376
C -4.51558 -1.19281 -1.73855
F -5.52483 -1.93973 -2.16246
F -3.53517 -1.24546 -2.67221
F -4.91164 0.11184 -1.63357
S -3.78295 -1.80070 -0.04430
O -2.64357 -0.92634 0.29461
O -4.80163 -1.53106 0.96935
O -3.46190 -3.22157 -0.16867
C 0.36158 -2.21079 -3.04988
O 0.28248 -1.05948 -2.50108
N 0.89254 -2.28136 -4.26252
C 1.06397 -3.57855 -4.83179
C 1.23881 -1.07977 -5.03669
H 0.11678 -3.19150 -2.61344
H 2.08782 -3.92161 -4.98050
H 0.63079 -3.61004 -5.83151
H 0.40151 -4.26846 -4.30903
H 1.48787 -0.17319 -4.48516
H 2.13697 -1.22858 -5.63608
H 0.43727 -0.80221 -5.72123
C -0.35757 0.13014 3.93002
O -0.60765 -0.79977 3.10891
N 0.89677 0.53380 4.19201
C 2.09333 0.11060 3.41663
C 1.08702 1.68385 5.06734
H -1.02613 0.76513 4.53169
H 2.26951 0.87875 2.66364
H 1.97099 -0.79688 2.82534
H 2.97681 0.00003 4.04539
H 0.49020 1.60605 5.97611
H 2.08391 1.56366 5.49148
H 1.00340 2.63066 4.53382
*
```

---

Entry 5:
The following is a quantum chemistry calculation of a molecular structure, C9H18F4N2O2Si2, from OMol25.

The frontier orbital gap comes out at 10.4 eV. The calculation puts the total energy at -1592.37804 Ha. The value obtained for the HOMO energy is -9.77 eV.

Structure (ORCA input):
```
! RIJCOSX wB97M-V def2-TZVPD def2/J DEFGRID3
* xyz 0 1
C 0.32098 0.25005 3.85548
Si -0.34726 0.32089 2.11107
C -1.85146 -0.78786 1.93283
C -1.50504 -2.19145 1.39117
N -1.76756 -2.27735 -0.05854
O 0.82220 -0.26666 1.07720
Si 1.39423 0.46010 -0.28264
C 1.70262 -0.94024 -1.48991
C 2.19503 -0.52225 -2.86581
F 2.89090 0.69497 -2.81998
C 0.23937 1.69353 -1.03643
C -1.07697 1.06806 -1.51267
C -2.20992 2.05737 -1.72340
F -2.42239 2.29570 -3.04133
F -3.37745 1.59252 -1.21529
F -1.99098 3.25873 -1.14728
N 2.88955 1.26756 0.14050
C 3.93847 0.65590 0.11756
O 4.97771 0.13384 0.16871
H 1.32265 -0.17326 3.85971
H -0.33047 -0.32045 4.51156
H 0.39864 1.25909 4.25688
H -0.66022 1.73506 1.80062
H -2.61173 -0.35947 1.28357
H -2.28513 -0.90452 2.92576
H -0.46215 -2.44423 1.56344
H -2.09126 -2.92807 1.94237
H -2.67220 -2.70310 -0.21830
H -1.10421 -2.91320 -0.48578
H 2.34621 -1.69538 -1.03926
H 0.72326 -1.40983 -1.61327
H 2.86802 -1.26351 -3.29286
H 1.35998 -0.38848 -3.55325
H 0.06975 2.53558 -0.36945
H 0.77882 2.11168 -1.88896
H -1.43839 0.27350 -0.86312
H -0.90255 0.59462 -2.47731
*
```

---

Entry 6:
The following is a quantum chemistry calculation of a gas-phase ion, C9H18N (charge +1) in a non-equilibrium geometry, from OMol25.

The frontier orbital gap comes out at 9.9 eV. The calculation puts the total energy at -408.17810 Ha. The value obtained for the HOMO energy is -13.66 eV. The SMILES is C=CCCC(C)(C)C(C)=[NH2+]. The value obtained for the energy above the lowest of the compared OMol25 structures with the same formula, charge and spin is 61.0 kJ/mol.

Structure (ORCA input):
```
! RIJCOSX wB97M-V def2-TZVPD def2/J DEFGRID3
* xyz 1 1
C -3.15135 -1.30738 -0.10548
C -2.45881 -0.21554 0.23690
C -1.90219 1.04756 -0.38112
C -0.42690 0.90182 -0.94274
C 0.78455 0.54860 -0.02579
C 0.36991 0.82207 1.50991
C 2.00030 1.48306 -0.28808
C 1.09122 -0.93446 -0.05421
C 2.47904 -1.43938 -0.24638
N 0.08097 -1.74148 0.04770
H -3.45160 -1.99183 0.67378
H -3.45187 -1.52088 -1.10770
H -2.34571 -0.17498 1.25076
H -1.92134 1.88102 0.40883
H -2.54593 1.42100 -1.19939
H -0.46580 0.02812 -1.63341
H -0.30507 1.79714 -1.55203
H -0.58158 0.57328 1.74947
H 0.54030 1.84787 1.65287
H 1.04570 0.36400 2.16471
H 2.64311 1.54372 0.57644
H 1.71746 2.43645 -0.67604
H 2.50953 1.15821 -1.14245
H 3.12570 -0.72379 0.20288
H 2.53919 -1.18259 -1.35805
H 2.65719 -2.48207 -0.06863
H 0.27178 -2.74008 0.15201
H -0.84782 -1.39946 0.15521
*
```